Here is a 3-piece molecular cluster, C34H65BFN5O13P2S overall from OMol25. Energies are from ωB97M-V/def2-TZVPD.

Results
LUMO	-0.048	Eh
SMILES	C#C[C@@](OCCOCC)(N(Cc1ccccc1)S(=O)(=O)F)[C@@](ON=O)(O[C@](CCC(N)=O)(CP(=O)(O)O)B(O)N(C)C)P(N)O.CCCCCC.CCCCCC
multiplicity	1
strongest force on any atom	12.093	eV/Å
HOMO	-8.3	eV
calculated total energy	-3791.1490	Eh

CARTESIAN COORDINATES (ANGSTROEM)
C: 1.43 -4.39 0.39
C: 1.05 -3.33 -0.49
C: 0.11 -2.21 -1.29
O: 0.22 -0.88 -0.59
C: 0.87 -0.90 0.68
C: 0.71 0.66 1.29
O: 1.31 0.74 2.63
C: 0.83 1.93 3.36
C: 1.40 3.36 2.70
N: 0.80 -1.98 -2.55
C: 2.25 -1.58 -2.48
C: 2.63 -0.25 -3.43
C: 2.14 1.26 -2.93
C: 2.49 2.57 -3.90
C: 3.30 2.45 -5.34
C: 3.83 0.96 -5.80
C: 3.47 -0.31 -4.82
S: 0.44 -2.48 -4.07
O: 1.69 -2.96 -4.93
O: -0.06 -1.22 -4.90
F: -0.71 -3.68 -4.42
C: -1.50 -2.46 -1.22
O: -2.04 -2.18 0.11
N: -1.67 -2.99 1.09
O: -1.98 -2.55 2.18
O: -2.07 -1.63 -2.25
C: -3.02 -0.62 -2.06
C: -3.17 0.06 -3.60
C: -3.52 -1.11 -4.74
C: -3.34 -0.31 -6.20
N: -2.03 0.19 -6.76
O: -4.46 -0.08 -6.95
C: -2.76 0.63 -1.05
P: -2.25 2.30 -1.79
O: -0.88 2.29 -2.61
O: -1.91 3.35 -0.39
O: -3.55 3.16 -2.64
B: -4.62 -1.07 -1.79
O: -5.07 -2.45 -1.53
N: -5.77 -0.04 -1.88
C: -6.61 -0.27 -3.12
C: -6.70 -0.48 -0.73
P: -2.15 -4.22 -1.68
N: -3.44 -4.79 -0.53
O: -0.95 -5.47 -1.49
H: 1.86 -5.04 1.28
H: 0.47 -1.57 1.54
H: 2.06 -1.04 0.67
H: 1.09 1.46 0.53
H: -0.46 0.80 1.43
H: -0.36 2.04 3.31
H: 1.08 1.90 4.52
H: 2.53 3.21 2.42
H: 1.20 4.27 3.41
H: 0.77 3.54 1.72
H: 3.01 -2.45 -2.78
H: 2.64 -1.25 -1.41
H: 1.55 1.42 -1.92
H: 2.14 3.66 -3.58
H: 3.52 3.35 -6.05
H: 4.42 0.75 -6.79
H: 3.83 -1.38 -5.19
H: -2.12 0.47 -3.99
H: -4.04 0.83 -3.67
H: -4.65 -1.44 -4.74
H: -2.75 -1.99 -4.76
H: -2.18 0.52 -7.75
H: -1.58 0.91 -6.16
H: -3.77 0.86 -0.44
H: -1.98 0.41 -0.17
H: -2.52 3.03 0.34
H: -3.19 4.00 -3.06
H: -5.48 -2.87 -2.35
H: -6.25 0.46 -3.99
H: -7.72 -0.02 -2.84
H: -6.50 -1.36 -3.54
H: -6.07 -0.78 0.23
H: -7.44 0.40 -0.42
H: -7.41 -1.38 -1.06
H: -3.13 -5.68 -0.08
H: -4.26 -5.03 -1.17
H: -0.27 -5.32 -2.24
C: 2.89 6.76 0.22
C: 2.67 6.82 1.72
C: 2.67 8.24 2.28
C: 3.98 9.01 2.11
C: 5.22 8.35 2.73
C: 5.12 8.20 4.24
H: 3.87 7.15 -0.06
H: 2.84 5.72 -0.12
H: 2.13 7.33 -0.31
H: 3.42 6.21 2.23
H: 1.70 6.36 1.95
H: 2.40 8.21 3.34
H: 1.87 8.82 1.79
H: 3.86 10.01 2.55
H: 4.17 9.18 1.05
H: 6.09 8.97 2.50
H: 5.40 7.38 2.27
H: 4.97 9.17 4.73
H: 6.04 7.76 4.64
H: 4.29 7.54 4.53
C: 0.94 -8.61 5.73
C: 1.60 -7.36 6.31
C: 0.64 -6.18 6.44
C: 0.05 -5.66 5.12
C: 1.08 -5.22 4.07
C: 1.95 -4.06 4.52
H: 0.58 -8.44 4.71
H: 1.65 -9.43 5.70
H: 0.09 -8.92 6.35
H: 2.47 -7.09 5.70
H: 1.99 -7.61 7.30
H: 1.17 -5.36 6.95
H: -0.19 -6.46 7.10
H: -0.60 -4.81 5.35
H: -0.59 -6.43 4.68
H: 0.54 -4.92 3.16
H: 1.72 -6.06 3.78
H: 1.33 -3.19 4.78
H: 2.63 -3.76 3.72
H: 2.55 -4.32 5.39

***

Here is C27H26BrF4FeN5O3S as an isolated structure from OMol25. Energies are from ωB97M-V/def2-TZVPD.

Results
ΔE to the lowest compared entry with this formula, charge and spin	109.1	kJ/mol
LUMO (alpha / beta)	0.143 / 0.143	Eh
multiplicity	5
net charge	-2
strongest force on any atom	2.001	eV/Å
HOMO (alpha / beta)	-1.4 / -1.5	eV
calculated total energy	-6179.4522	Eh
<S²>	6.009

CARTESIAN COORDINATES (ANGSTROEM)
Fe: 0.01 -0.19 -0.22
C: -0.22 -0.19 -3.84
C: 0.11 1.18 -3.27
N: 0.88 1.24 -2.01
C: 0.96 2.68 -1.70
C: 1.75 3.09 -0.47
C: 2.21 0.64 -2.16
C: 2.83 0.18 -0.84
N: 2.04 -0.85 -0.22
C: 2.52 -2.00 0.26
C: 1.65 -2.84 1.02
F: 0.37 -2.43 1.18
C: 2.01 -4.03 1.58
F: 1.07 -4.73 2.26
C: 3.29 -4.55 1.48
C: 4.17 -3.77 0.76
F: 5.45 -4.21 0.60
C: 3.83 -2.57 0.18
F: 4.84 -1.97 -0.52
H: -0.90 -0.05 -4.69
H: 0.65 -0.73 -4.20
H: -0.73 -0.80 -3.10
H: 0.65 1.77 -4.03
H: -0.83 1.70 -3.08
H: 1.39 3.19 -2.58
H: -0.07 3.03 -1.59
H: 2.83 3.01 -0.63
H: 1.52 4.14 -0.25
H: 1.47 2.48 0.40
H: 2.14 -0.23 -2.81
H: 2.90 1.36 -2.65
H: 3.85 -0.10 -1.06
H: 2.86 1.03 -0.16
H: 3.57 -5.50 1.91
N: -4.43 -0.53 -0.20
C: -3.12 -0.15 0.09
S: -2.27 0.73 -1.14
N: -2.72 -0.49 1.28
N: -1.42 -0.09 1.52
C: -1.02 -0.16 2.72
C: 0.30 0.28 3.15
C: 0.70 0.01 4.46
C: 1.93 0.41 4.96
C: 2.78 1.12 4.11
C: 2.41 1.42 2.81
C: 1.16 1.01 2.27
O: 0.82 1.32 1.07
H: -4.59 -0.64 -1.19
H: -4.75 -1.30 0.36
H: -1.70 -0.56 3.48
H: 0.02 -0.55 5.10
H: 2.23 0.16 5.97
H: 3.75 1.44 4.47
H: 3.07 1.98 2.16
Br: -2.04 -7.57 -4.16
C: -2.32 -5.80 -3.47
C: -3.57 -5.23 -3.62
C: -3.78 -3.95 -3.13
C: -2.74 -3.26 -2.50
C: -1.49 -3.85 -2.37
C: -1.27 -5.14 -2.86
C: -0.33 -3.08 -1.72
O: 0.76 -3.63 -1.66
O: -0.69 -1.92 -1.34
H: -4.37 -5.78 -4.11
H: -4.75 -3.49 -3.23
H: -2.87 -2.26 -2.12
H: -0.29 -5.57 -2.74

***

Here is C24H36FeP2Si as an isolated structure from OMol25. Energies are from ωB97M-V/def2-TZVPD.

Results
ΔE to the lowest compared entry with this formula, charge and spin	131.6	kJ/mol
LUMO (alpha / beta)	0.024 / -0.035	Eh
multiplicity	5
strongest force on any atom	2.128	eV/Å
HOMO (alpha / beta)	-5.4 / -6.7	eV
calculated total energy	-3171.6997	Eh
<S²>	6.052

CARTESIAN COORDINATES (ANGSTROEM)
C: 0.91 -2.61 0.31
C: 0.89 -1.81 -0.87
C: 2.19 -1.22 -1.03
H: 0.09 -1.77 -1.61
C: 3.01 -1.68 0.04
C: 2.21 -2.52 0.88
H: 2.58 -3.11 1.72
H: 0.10 -3.26 0.65
H: 2.55 -0.67 -1.90
H: 4.08 -1.53 0.11
Fe: 1.35 -0.57 0.74
C: -0.91 2.80 -1.64
H: 0.00 2.50 -1.14
H: -1.31 3.72 -1.19
H: -0.76 3.03 -2.70
Si: -2.42 1.29 -1.97
C: -3.16 0.18 -0.64
C: -2.86 -1.18 -0.52
H: -1.96 -1.58 -1.00
C: -3.71 -2.05 0.19
H: -3.50 -3.11 0.25
C: -4.81 -1.53 0.88
H: -5.47 -2.19 1.45
C: -5.03 -0.14 0.87
H: -5.81 0.32 1.47
C: -4.24 0.71 0.09
H: -4.49 1.78 0.12
C: -1.13 0.20 -2.90
C: -1.56 -0.96 -3.58
H: -2.60 -1.29 -3.50
C: -0.67 -1.67 -4.41
H: -1.03 -2.57 -4.91
C: 0.64 -1.22 -4.60
H: 1.30 -1.73 -5.29
C: 1.10 -0.11 -3.89
H: 2.12 0.29 -4.02
C: 0.24 0.52 -2.98
H: 0.67 1.29 -2.34
H: -2.74 2.54 -1.14
H: -3.58 1.28 -2.89
C: -0.37 -0.42 1.91
P: -0.14 0.97 0.65
C: -0.84 2.29 1.74
C: 1.69 1.81 0.48
C: 2.63 1.75 1.67
P: 2.65 0.04 2.41
C: 4.39 -0.43 2.53
C: 2.14 0.23 4.14
H: -0.51 0.03 2.89
H: 0.41 -1.23 2.06
H: -1.28 -0.93 1.60
H: -0.44 2.14 2.76
H: -0.59 3.29 1.38
H: -1.94 2.17 1.77
H: 2.17 1.52 -0.47
H: 1.39 2.86 0.36
H: 3.68 1.95 1.39
H: 2.35 2.44 2.48
H: 4.80 0.03 3.44
H: 4.45 -1.53 2.61
H: 4.94 -0.10 1.64
H: 3.01 0.60 4.70
H: 1.30 0.92 4.23
H: 1.85 -0.77 4.51

***

Here is C20H19Cl2FI2N6OS2Sn as an isolated structure from OMol25. Energies are from ωB97M-V/def2-TZVPD.

Results
ΔE to the lowest compared entry with this formula, charge and spin	72.3	kJ/mol
LUMO	0.007	Eh
multiplicity	1
strongest force on any atom	0.540	eV/Å
HOMO	-7.3	eV
calculated total energy	-3803.7352	Eh

CARTESIAN COORDINATES (ANGSTROEM)
Sn: 0.07 -0.10 0.93
I: 5.73 5.59 1.51
C: 4.11 4.27 1.69
C: 3.87 3.62 2.89
C: 2.80 2.76 2.99
I: 2.40 1.77 4.78
C: 1.92 2.52 1.91
O: 0.89 1.73 2.01
C: 2.20 3.19 0.70
C: 1.29 2.96 -0.48
N: 1.22 1.55 -0.89
C: 2.50 1.02 -1.32
C: 2.52 -0.48 -1.40
C: 3.26 -1.11 -2.39
C: 3.35 -2.49 -2.41
C: 2.70 -3.21 -1.42
C: 1.99 -2.52 -0.46
N: 1.88 -1.18 -0.46
C: 3.28 4.06 0.60
H: 4.52 3.78 3.75
H: 1.62 3.59 -1.31
H: 0.27 3.27 -0.22
H: 0.55 1.46 -1.66
H: 3.24 1.31 -0.56
H: 2.84 1.44 -2.27
H: 3.77 -0.52 -3.14
H: 3.91 -3.00 -3.18
H: 2.75 -4.29 -1.38
H: 1.48 -3.04 0.34
H: 3.47 4.57 -0.33
N: -0.51 -3.90 0.88
C: -1.10 -3.44 -0.24
N: -1.19 -2.17 -0.53
C: -1.87 -1.97 -1.72
C: -2.23 -3.10 -2.37
S: -1.76 -4.50 -1.46
C: -2.21 -0.61 -2.15
C: -2.92 -0.29 -3.26
S: -3.19 1.41 -3.32
C: -2.32 1.58 -1.82
N: -1.86 0.46 -1.35
N: -2.11 2.79 -1.25
H: -0.30 -3.18 1.59
H: -0.71 -4.84 1.18
H: -2.76 -3.21 -3.30
H: -3.31 -0.93 -4.02
H: -2.69 3.56 -1.54
H: -1.87 2.79 -0.26
F: 0.35 -1.74 2.24
Cl: -2.39 1.89 2.37
C: -1.45 3.20 3.11
Cl: -1.20 4.54 1.97
H: -0.48 2.79 3.36
H: -2.00 3.57 3.96

***

Here is C18H23KN5O12S3Zn as an isolated structure from OMol25. Energies are from ωB97M-V/def2-TZVPD.

Results
LUMO	0.169	Eh
multiplicity	1
net charge	-3
strongest force on any atom	2.975	eV/Å
HOMO	1.4	eV
calculated total energy	-5450.3629	Eh

CARTESIAN COORDINATES (ANGSTROEM)
Zn: -35.95 0.42 0.93
K: -37.16 0.47 -2.93
S: -34.33 0.25 -1.16
O: -34.61 -0.84 -2.11
O: -34.15 -0.32 0.20
O: -33.20 1.10 -1.57
O: -35.58 1.08 -1.03
S: -38.46 -0.38 0.25
O: -39.36 -1.20 1.02
O: -39.07 -0.02 -1.07
O: -38.01 0.83 1.03
O: -37.12 -1.02 0.01
S: -35.67 -1.80 3.47
O: -34.42 -2.49 3.08
O: -35.60 -1.38 4.89
O: -35.73 -0.50 2.66
O: -36.86 -2.62 3.20
C: -32.62 3.50 0.58
C: -33.73 2.80 1.20
N: -34.62 2.24 1.67
H: -32.66 4.55 0.89
H: -32.71 3.47 -0.51
H: -31.67 3.07 0.87
N: -33.25 -2.55 -3.83
C: -31.98 -2.12 -3.71
C: -31.21 -2.77 -4.66
C: -32.09 -3.58 -5.41
C: -33.35 -3.42 -4.89
H: -34.02 -2.15 -3.30
H: -31.72 -1.43 -2.92
H: -30.15 -2.64 -4.81
H: -31.85 -4.19 -6.27
H: -34.31 -3.82 -5.17
N: -30.58 1.57 -2.62
C: -30.00 2.69 -3.17
C: -28.64 2.52 -3.15
C: -28.38 1.27 -2.50
C: -29.60 0.73 -2.20
H: -31.56 1.50 -2.39
H: -30.55 3.51 -3.60
H: -27.90 3.26 -3.42
H: -27.43 0.82 -2.29
H: -29.84 -0.18 -1.68
N: -34.59 3.02 -3.17
C: -34.12 2.63 -4.38
C: -34.37 3.65 -5.28
C: -35.06 4.67 -4.57
C: -35.18 4.26 -3.27
H: -34.55 2.51 -2.29
H: -33.54 1.73 -4.50
H: -34.10 3.62 -6.32
H: -35.43 5.58 -5.01
H: -35.71 4.65 -2.42
N: -31.77 -0.57 1.54
C: -30.63 0.15 1.35
C: -29.78 -0.11 2.40
C: -30.44 -1.05 3.25
C: -31.68 -1.28 2.69
H: -32.66 -0.46 1.03
H: -30.52 0.85 0.54
H: -28.83 0.38 2.55
H: -30.06 -1.51 4.14
H: -32.52 -1.87 3.04

***

Here is a 2-piece molecular cluster, C2H10N2S overall from OMol25. Energies are from ωB97M-V/def2-TZVPD.

Results
ΔE to the lowest compared entry with this formula, charge and spin	69.0	kJ/mol
LUMO	0.023	Eh
SMILES	NCCN.S
multiplicity	1
strongest force on any atom	1.959	eV/Å
HOMO	-8.1	eV
calculated total energy	-589.8605	Eh

CARTESIAN COORDINATES (ANGSTROEM)
S: 1.46 2.39 2.14
H: 0.75 2.93 3.13
N: -0.61 0.87 0.65
C: 0.28 0.05 -0.21
C: -0.47 -1.14 -0.78
N: 0.44 -2.00 -1.57
H: -1.30 1.38 0.08
H: -1.16 0.22 1.27
H: 0.23 1.71 1.46
H: 0.69 0.68 -0.99
H: 1.09 -0.29 0.46
H: -0.88 -1.76 0.05
H: -1.31 -0.77 -1.35
H: -0.08 -2.79 -2.00
H: 0.87 -1.48 -2.33

***

Here is a 2-piece molecular cluster, C7H13ClO3S overall from OMol25. Energies are from ωB97M-V/def2-TZVPD.

Results
ΔE to the lowest compared entry with this formula, charge and spin	587.2	kJ/mol
LUMO (alpha / beta)	-0.020 / -0.031	Eh
multiplicity	1
strongest force on any atom	4.322	eV/Å
HOMO (alpha / beta)	-8.9 / -8.7	eV
calculated total energy	-1358.3937	Eh

CARTESIAN COORDINATES (ANGSTROEM)
C: 4.24 0.14 0.04
C: -2.58 1.93 -0.29
C: 2.48 -1.64 0.02
C: -1.61 0.79 -0.79
C: 1.40 -1.11 0.82
C: -0.80 0.25 0.41
C: 0.27 -0.72 -0.10
O: 6.38 -1.47 -0.37
O: 6.75 0.98 -0.15
O: 4.67 0.20 -1.24
S: 5.91 -0.16 -0.12
Cl: 3.61 1.46 0.92
H: -3.39 1.44 0.36
H: -1.86 2.60 0.20
H: -3.06 2.42 -1.15
H: 3.11 -2.35 0.48
H: 2.41 -1.56 -1.05
H: -1.04 1.13 -1.72
H: -2.16 0.01 -1.22
H: 1.03 -1.92 1.52
H: 1.71 -0.25 1.53
H: -0.30 1.02 0.94
H: -1.50 -0.30 1.03
H: 0.57 -0.33 -1.04
H: -0.30 -1.72 -0.27

***

Here is a 3-piece molecular cluster, C2H10O2S overall from OMol25. Energies are from ωB97M-V/def2-TZVPD.

Results
ΔE to the lowest compared entry with this formula, charge and spin	49.0	kJ/mol
LUMO	0.020	Eh
SMILES	CCS.O.O
multiplicity	1
strongest force on any atom	2.010	eV/Å
HOMO	-9.5	eV
calculated total energy	-630.8383	Eh

CARTESIAN COORDINATES (ANGSTROEM)
C: -1.92 0.05 -0.47
C: -0.66 0.78 -0.04
S: -0.02 0.21 1.63
H: -1.79 -1.04 -0.50
H: -2.87 0.31 0.00
H: -1.98 0.20 -1.54
H: -0.66 1.86 -0.02
H: 0.07 0.32 -0.72
H: -0.70 1.19 2.25
H: 0.88 -1.65 -0.41
H: 0.21 -2.96 -0.87
O: 0.51 -2.10 -1.18
H: 3.25 1.60 0.30
H: 2.38 0.47 0.83
O: 3.29 0.75 0.72

***

Here is a 2-piece molecular cluster, CH2BrNO3 overall from OMol25. Energies are from ωB97M-V/def2-TZVPD.

Results
ΔE to the lowest compared entry with this formula, charge and spin	197.0	kJ/mol
LUMO (alpha / beta)	-0.086 / -0.099	Eh
multiplicity	1
strongest force on any atom	2.404	eV/Å
HOMO (alpha / beta)	-9.9 / -9.8	eV
calculated total energy	-2893.6125	Eh

CARTESIAN COORDINATES (ANGSTROEM)
C: -0.23 0.54 -0.22
N: -0.86 1.72 -0.98
O: -0.26 2.78 -0.94
O: -1.92 1.49 -1.48
O: -1.00 -0.53 -0.37
Br: -1.04 1.64 2.18
H: 0.86 0.43 0.11
H: -0.61 -1.27 0.21

***

Question: Look up the calculated total energy of the eighth one.
Answer: -630.8383 Eh